Density functional theory data (ωB97M-V with the def2-TZVPD basis set) for one molecule with the formula C8H9Cl2NO in a non-equilibrium geometry.

Computed properties:
Highest occupied orbital energy   -8.3 eV
LUMO energy   0.26 eV
Energy above the lowest of the compared OMol25 structures with the same formula, charge and spin   573.0 kJ/mol
SMILES string   CC1=C=C(Cl)/C=C\N(C)[C@H](Cl)O1

Each line ends with the natural charge from an NBO analysis.
Positions of all 21 atoms, in Å:
H (2.83, 1.33, 2.93)  0.227
Cl (3.60, -2.75, -0.80)  0.011
C (2.34, -0.66, 0.62)  -0.064
C (2.36, -1.65, -0.21)  -0.067
H (-0.68, 1.49, -2.70)  0.224
O (1.36, 1.42, 0.57)  -0.494
N (-0.13, 0.34, -0.96)  -0.472
H (1.05, 1.14, 2.94)  0.225
H (0.41, 2.34, -0.88)  0.222
H (-1.83, 0.18, -2.10)  0.211
C (2.04, 0.66, 2.63)  -0.645
C (0.07, -0.94, -0.82)  0.062
Cl (2.17, 1.00, -1.92)  -0.184
H (2.31, -0.29, 3.19)  0.239
H (-0.81, -1.31, -1.17)  0.180
C (-0.81, 0.47, -2.23)  -0.418
C (0.77, 1.33, -0.71)  0.352
H (-0.39, -0.16, -3.04)  0.214
H (0.55, -2.84, -0.48)  0.213
C (2.07, 0.49, 1.20)  0.251
C (0.96, -1.91, -0.61)  -0.288



Density functional theory data (ωB97M-V with the def2-TZVPD basis set) for a 2-piece molecular cluster, C8H9ClN overall in a non-equilibrium geometry.

Computed properties:
Highest occupied orbital energy   -14.1 eV
Net charge   +1
LUMO energy   -4.57 eV
Energy above the lowest of the compared OMol25 structures with the same formula, charge and spin   0.0 kJ/mol

Each line ends with the natural charge from an NBO analysis.
Positions of all 19 atoms, in Å:
Cl (2.54, -1.14, 1.29)  0.184
H (2.88, 0.22, -3.10)  0.227
H (2.91, 1.70, -2.04)  0.229
C (-2.29, -0.02, -0.75)  -0.209
H (-2.21, -2.85, 1.03)  0.234
H (0.14, -2.18, 1.14)  0.221
H (-3.83, -1.57, 0.04)  0.262
C (2.44, -0.32, -1.22)  -0.319
H (-0.59, 1.05, -1.25)  0.233
C (1.86, -0.21, 0.11)  -0.004
H (1.58, 0.80, 0.49)  0.241
C (-0.51, -1.69, 0.52)  0.051
C (-2.85, -1.13, -0.08)  -0.125
H (-2.93, 0.58, -1.47)  0.259
C (2.84, 0.58, -2.09)  -0.258
H (2.41, -1.38, -1.48)  0.229
C (-1.89, -1.97, 0.58)  -0.189
C (-0.89, 0.18, -0.75)  0.036
N (-0.08, -0.69, -0.18)  -0.304



Density functional theory data (ωB97M-V with the def2-TZVPD basis set) for one molecule with the formula C8H9ClN2 in a non-equilibrium geometry.

Computed properties:
Highest occupied orbital energy   -8.0 eV
LUMO energy   0.64 eV
Energy above the lowest of the compared OMol25 structures with the same formula, charge and spin   176.7 kJ/mol

Each line ends with the natural charge from an NBO analysis.
Positions of all 20 atoms, in Å:
H (-2.82, -0.49, -2.20)  0.223
H (3.17, 1.74, 0.11)  0.219
C (1.37, 0.28, 1.08)  -0.042
H (-4.08, -0.70, 0.26)  0.207
C (1.81, -1.10, -0.91)  0.050
C (-0.96, -0.07, 0.46)  0.080
C (0.12, 0.18, 1.42)  -0.213
C (2.67, 1.15, -0.70)  -0.413
C (-3.09, -0.52, 0.03)  -0.063
H (-2.15, -0.65, 1.91)  0.402
C (-1.02, -0.19, -0.90)  -0.271
C (-2.40, -0.43, -1.17)  -0.275
H (-0.17, 0.41, 2.44)  0.222
Cl (0.90, -2.30, -0.06)  -0.040
H (2.08, 0.52, 1.80)  0.196
N (1.90, 0.06, -0.25)  -0.458
N (-2.25, -0.13, 0.99)  -0.508
H (1.83, 1.77, -1.20)  0.211
H (-0.25, -0.27, -1.64)  0.234
H (3.34, 0.72, -1.49)  0.238



Density functional theory data (ωB97M-V with the def2-TZVPD basis set) for an isolated ion of composition C8H9FNO2 and charge -1 in a non-equilibrium geometry.

Computed properties:
Highest occupied orbital energy (alpha / beta)   -2.8 / -2.8 eV
Net charge   -1
LUMO energy (alpha / beta)   3.00 / 3.63 eV
Energy above the lowest of the compared OMol25 structures with the same formula, charge and spin   402.2 kJ/mol

Each line ends with the natural charge from an NBO analysis.
Positions of all 21 atoms, in Å:
H (2.54, -1.86, -0.84)  0.310
C (0.58, -0.97, 0.39)  0.542
C (0.88, -0.69, -1.10)  0.091
C (-1.26, 0.75, 1.02)  -0.289
O (-2.12, 0.00, -0.89)  -0.496
C (-2.20, -0.02, 0.42)  0.667
H (-1.09, 0.82, 2.02)  0.198
H (2.23, 0.27, 1.40)  0.229
C (-0.57, 1.55, -0.03)  -0.460
C (1.53, -0.64, 1.59)  -0.729
H (-1.48, 1.58, -2.18)  0.171
C (0.12, 0.15, -1.86)  -0.483
H (2.13, -1.55, 1.60)  0.222
C (-1.03, 0.84, -1.31)  0.082
F (0.12, -2.23, 0.63)  -0.367
H (0.24, 0.28, -2.91)  0.204
O (-3.12, -0.66, 0.96)  -0.671
H (0.76, -0.53, 2.36)  0.232
H (0.55, 1.48, 0.08)  0.220
H (-0.89, 2.63, 0.12)  0.188
N (2.08, -1.21, -1.46)  -0.862



Density functional theory data (ωB97M-V with the def2-TZVPD basis set) for one molecule with the formula C8H9IN4 in a non-equilibrium geometry.

Computed properties:
Highest occupied orbital energy (alpha / beta)   -7.3 / -7.3 eV
LUMO energy (alpha / beta)   0.47 / 0.47 eV

Each line ends with the natural charge from an NBO analysis.
Positions of all 22 atoms, in Å:
C (-0.46, -1.25, -0.39)  -0.041
H (-0.38, -0.83, -3.38)  0.218
C (1.73, -1.62, -2.76)  -0.384
H (-2.51, -0.29, 2.74)  0.386
I (0.37, 3.75, 3.19)  0.214
C (-1.01, -0.07, 1.49)  0.223
C (0.53, -0.33, -0.76)  0.126
H (1.19, -2.48, -2.36)  0.216
C (0.04, 0.77, 1.14)  0.180
H (0.34, 1.29, 3.70)  0.213
N (-1.69, 1.52, 3.19)  -0.455
H (2.63, -1.71, -3.19)  0.217
C (0.67, -0.66, -3.28)  -0.400
N (-1.29, -1.09, 0.69)  -0.420
C (-0.39, 1.87, 3.19)  -0.214
H (1.00, 0.04, -3.98)  0.203
N (0.75, 0.73, 0.10)  -0.423
H (-2.44, 2.09, 2.75)  0.384
H (-0.72, -2.18, -0.77)  0.205
H (1.97, 0.55, -2.03)  0.238
C (1.41, -0.34, -1.92)  -0.251
N (-1.73, 0.21, 2.63)  -0.434



Density functional theory data (ωB97M-V with the def2-TZVPD basis set) for one molecule with the formula C8H9N in a non-equilibrium geometry.

Computed properties:
Highest occupied orbital energy   -8.1 eV
LUMO energy   -0.11 eV
Energy above the lowest of the compared OMol25 structures with the same formula, charge and spin   671.8 kJ/mol

Each line ends with the natural charge from an NBO analysis.
Positions of all 18 atoms, in Å:
C (2.06, 0.38, -0.56)  -0.153
N (0.85, -0.19, -0.08)  -0.416
C (-3.42, 0.46, 0.13)  -0.434
H (4.03, -0.30, -0.10)  0.209
C (3.26, 0.33, 0.44)  -0.633
H (3.59, 1.31, 0.45)  0.214
H (-1.89, -2.24, 0.01)  0.224
H (-1.72, 2.13, -0.09)  0.232
H (-4.03, 0.38, -0.79)  0.167
C (-2.02, -0.12, -0.09)  -0.043
H (-4.00, 0.16, 1.00)  0.187
C (0.14, -1.32, -0.08)  -0.002
C (-2.16, 1.20, 0.05)  -0.118
H (0.51, -2.33, -0.12)  0.222
H (3.03, -0.04, 1.48)  0.225
C (0.83, 1.11, -0.02)  0.157
H (2.15, 0.36, -1.57)  0.186
C (-1.23, -1.28, -0.04)  -0.224



Density functional theory data (ωB97M-V with the def2-TZVPD basis set) for an isolated ion of composition C8H9N2 and charge +1 in a non-equilibrium geometry.

Computed properties:
Highest occupied orbital energy (alpha / beta)   -13.2 / -13.2 eV
Net charge   +1
LUMO energy (alpha / beta)   -5.44 / -5.44 eV
Energy above the lowest of the compared OMol25 structures with the same formula, charge and spin   0.0 kJ/mol
SMILES string   CC1=[n+]2ccccc2=NC1

Each line ends with the natural charge from an NBO analysis.
Positions of all 19 atoms, in Å:
H (0.90, -0.50, -2.79)  0.310
C (-0.06, 1.11, -0.67)  0.358
C (1.19, -0.19, -1.84)  -0.366
C (-1.48, 0.70, 1.75)  -0.163
H (-0.59, -1.25, 1.74)  0.237
C (0.96, -2.34, -0.10)  -0.702
H (-2.17, 0.62, 2.60)  0.266
N (0.68, 1.10, -1.67)  -0.329
N (0.04, -0.09, 0.09)  -0.315
C (-0.68, -0.29, 1.27)  -0.038
H (0.18, -3.13, -0.23)  0.290
C (0.71, -0.97, -0.67)  0.458
C (-0.80, 2.22, -0.07)  -0.206
H (1.88, -2.73, -0.54)  0.271
H (2.27, -0.23, -2.02)  0.307
C (-1.40, 2.03, 1.14)  -0.177
H (0.97, -2.26, 1.00)  0.254
H (-2.00, 2.94, 1.57)  0.268
H (-0.60, 3.26, -0.55)  0.278



Density functional theory data (ωB97M-V with the def2-TZVPD basis set) for an isolated ion of composition C8H9N2O and charge -1 in a non-equilibrium geometry.

Computed properties:
Highest occupied orbital energy (alpha / beta)   -2.0 / -2.0 eV
Net charge   -1
LUMO energy (alpha / beta)   3.87 / 3.87 eV
Energy above the lowest of the compared OMol25 structures with the same formula, charge and spin   74.6 kJ/mol
SMILES string   CC1=CC=CN([O-])[C@@]1(C)C#N

Each line ends with the natural charge from an NBO analysis.
Positions of all 20 atoms, in Å:
C (-1.43, -0.35, -0.93)  0.283
H (-0.83, -0.53, 2.55)  0.211
C (0.08, 2.10, -0.59)  0.012
H (0.22, -2.52, 0.35)  0.195
C (1.15, 1.53, -1.23)  -0.470
H (1.76, -2.09, 1.07)  0.189
N (-1.85, -0.46, -1.99)  -0.419
C (1.08, -1.93, 0.22)  -0.618
H (1.62, -2.38, -0.68)  0.195
C (-1.35, -0.51, 1.50)  -0.638
C (-0.64, 0.02, 0.29)  -0.031
H (-2.04, 0.26, 1.71)  0.279
O (-1.41, 2.07, 1.21)  -0.691
H (-1.94, -1.38, 1.25)  0.207
N (-0.69, 1.52, 0.29)  0.013
H (2.41, -0.26, -1.37)  0.192
C (0.71, -0.51, -0.17)  -0.114
C (1.54, 0.20, -1.00)  -0.186
H (-0.08, 3.20, -0.50)  0.196
H (1.70, 2.01, -2.00)  0.193



Density functional theory data (ωB97M-V with the def2-TZVPD basis set) for an isolated ion of composition C8H9N2O and charge +1 in a non-equilibrium geometry.

Computed properties:
Highest occupied orbital energy   -13.8 eV
Net charge   +1
LUMO energy   -5.73 eV
Energy above the lowest of the compared OMol25 structures with the same formula, charge and spin   505.9 kJ/mol
SMILES string   CC1=[N+]2CC=CC(=CC=N1)O2

Each line ends with the natural charge from an NBO analysis.
Positions of all 20 atoms, in Å:
C (-0.39, 1.61, -0.49)  -0.266
H (-3.43, 0.11, 0.79)  0.287
H (0.61, -3.42, 0.49)  0.235
H (3.33, -0.01, 0.37)  0.262
H (2.24, 1.46, 0.51)  0.249
O (-0.70, -0.47, -1.20)  -0.357
C (-1.52, -0.84, -0.13)  0.372
H (-0.45, 2.01, -1.43)  0.253
H (2.92, 0.70, -1.10)  0.274
C (1.40, -0.24, -0.30)  0.566
H (-2.31, 2.38, 0.30)  0.253
H (0.22, 2.11, 0.24)  0.234
C (-2.36, 0.28, 0.29)  -0.268
C (0.40, -2.32, 0.29)  0.228
C (2.62, 0.54, -0.05)  -0.645
N (0.25, 0.36, -0.67)  -0.030
H (-1.52, -2.28, 1.49)  0.274
C (-1.76, 1.46, 0.17)  -0.134
N (1.37, -1.54, -0.08)  -0.472
C (-0.93, -1.90, 0.51)  -0.315



Density functional theory data (ωB97M-V with the def2-TZVPD basis set) for an isolated ion of composition C8H9N2O2 and charge +1 in a non-equilibrium geometry.

Computed properties:
Highest occupied orbital energy   -13.7 eV
Net charge   +1
LUMO energy   -4.66 eV
Energy above the lowest of the compared OMol25 structures with the same formula, charge and spin   830.7 kJ/mol
SMILES string   Cc1c#cc([NH3+])c(C)c1[N+](=O)[O-]

Each line ends with the natural charge from an NBO analysis.
Positions of all 21 atoms, in Å:
N (0.96, 1.97, 2.01)  -0.688
H (1.87, -0.36, 1.95)  0.197
C (1.88, -0.53, 0.92)  -0.657
C (-1.73, 1.01, -0.15)  0.097
C (0.59, -0.04, 0.42)  0.034
H (-3.29, 0.15, -2.06)  0.240
C (-2.46, -0.48, -2.06)  -0.671
H (1.01, 3.01, 1.80)  0.466
C (-1.60, -0.02, -0.96)  0.104
O (-0.52, -2.62, -1.60)  -0.326
H (0.59, 1.90, 2.94)  0.455
H (2.68, 0.00, 0.44)  0.242
H (-1.92, -0.45, -3.03)  0.265
C (-1.09, 1.56, 0.76)  0.035
C (-0.08, -0.69, -0.58)  0.070
C (0.14, 1.13, 1.18)  -0.033
H (1.93, 1.56, 1.84)  0.470
O (1.50, -2.15, -1.30)  -0.362
N (0.32, -1.92, -1.17)  0.504
H (2.01, -1.52, 0.65)  0.281
H (-2.79, -1.49, -1.98)  0.277



Density functional theory data (ωB97M-V with the def2-TZVPD basis set) for C8H9N2PS2 as an isolated structure in a non-equilibrium geometry.

Computed properties:
Highest occupied orbital energy   -8.3 eV
LUMO energy   -0.80 eV
Energy above the lowest of the compared OMol25 structures with the same formula, charge and spin   24.5 kJ/mol

Each line ends with the natural charge from an NBO analysis.
Positions of all 22 atoms, in Å:
S (-3.24, -2.39, -1.77)  0.921
H (2.35, 1.06, -1.34)  0.216
H (-0.92, 1.73, 1.56)  0.237
C (2.96, -0.70, 1.03)  -0.933
C (-1.32, -1.44, -0.86)  0.082
P (1.76, 0.72, 0.99)  0.761
S (-3.76, 1.44, 0.98)  0.026
C (-2.31, 0.52, 0.48)  -0.163
H (3.29, 2.23, -0.29)  0.238
N (-1.61, -2.47, -1.63)  -0.577
C (0.09, 0.11, 0.42)  -0.293
H (2.84, -1.36, 0.15)  0.215
H (3.96, -0.24, 1.05)  0.241
H (-4.58, 1.16, -0.07)  0.157
C (-0.04, -0.96, -0.41)  -0.206
H (0.89, -1.45, -0.72)  0.216
C (2.32, 1.74, -0.48)  -0.914
H (2.87, -1.30, 1.94)  0.244
C (-2.43, -0.63, -0.37)  0.137
H (1.51, 2.46, -0.69)  0.239
C (-1.06, 0.88, 0.89)  -0.223
N (-3.59, -1.11, -0.86)  -0.622



no.,E (a.u.)
1,-1360.436694
2,-824.837896
3,-879.809777
4,-615.210416
5,-826.750439
6,-364.723411
7,-419.450327
8,-494.891333
9,-494.556857
10,-569.689154
11,-1557.469520